1.
Formula: C49H55BN6PS3Ti
Source: OMol25
Level of theory: the ωB97M-V functional and the def2-TZVPD basis

Geometry as XYZ:
```
116
Properties=species:S:1:pos:R:3:forces:R:3:mulliken_charge:R:1
Ti -0.125 0.076 0.176 -0.1 0.4 1.5 -1.207
C 4.735 -0.384 -1.341 0.0 0.0 0.0 -1.731
C 3.618 0.566 -1.634 0.1 -0.6 0.4 -0.431
C 3.538 1.279 -2.775 0.0 0.2 -0.4 -0.566
C 2.427 2.136 -3.015 0.1 0.0 -0.1 0.081
N 1.531 2.330 -2.101 0.0 0.1 0.2 -0.904
N 1.634 1.659 -0.931 0.6 0.7 -0.2 0.978
B 0.708 2.126 0.186 -0.7 -0.9 -0.3 -0.178
N 1.437 2.531 1.467 0.1 0.2 -0.4 0.992
N 2.510 3.305 1.345 0.0 0.0 0.1 -0.504
C 3.140 3.658 2.437 0.1 0.0 0.0 -0.444
C 2.667 3.243 3.701 0.2 0.1 0.1 -0.403
C 1.571 2.441 3.813 -0.2 -0.1 0.2 0.114
C 1.049 1.945 5.125 0.0 0.0 -0.1 -1.832
C 0.942 2.054 2.603 -0.1 0.0 0.1 1.061
S -0.409 0.969 2.502 0.2 0.1 -0.2 -0.360
C 4.376 4.529 2.229 0.0 0.0 0.0 2.264
C 3.932 5.847 1.580 0.0 0.0 0.0 -1.465
C 5.086 4.825 3.549 0.0 0.0 0.0 -2.207
C 5.341 3.795 1.288 0.0 0.0 0.0 -1.578
N -0.329 3.159 -0.268 0.7 0.2 0.2 0.883
N -0.113 4.404 0.162 0.0 0.1 -0.1 -0.801
C -0.922 5.356 -0.225 0.1 0.1 0.0 -0.260
C -2.008 5.066 -1.077 -0.1 0.2 0.1 -0.469
C -2.223 3.797 -1.517 -0.1 -0.3 -0.2 0.265
C -3.367 3.441 -2.416 0.1 0.0 0.0 -1.834
C -1.318 2.794 -1.077 -0.3 -0.1 -0.3 1.304
S -1.456 1.136 -1.566 0.0 0.3 0.2 -0.432
C -0.562 6.762 0.250 0.0 -0.1 0.0 2.275
C -1.671 7.762 -0.079 0.0 0.0 0.0 -2.298
C -0.316 6.746 1.762 0.0 0.0 0.0 -1.463
C 0.729 7.177 -0.473 0.0 0.0 0.0 -1.344
C 2.558 0.705 -0.679 -0.1 0.1 -0.2 1.761
S 2.377 -0.263 0.717 0.1 0.3 0.1 -0.658
C 2.270 2.879 -4.329 0.0 0.0 0.0 1.988
C 2.267 1.862 -5.479 0.0 0.0 0.0 -1.665
C 0.964 3.671 -4.354 0.0 0.0 0.0 -1.857
C 3.457 3.842 -4.484 0.0 0.0 0.0 -1.670
H 5.449 -0.411 -2.163 0.0 0.0 0.0 0.484
H 4.339 -1.388 -1.171 0.0 0.0 0.0 0.323
H 5.255 -0.093 -0.425 0.0 0.0 0.0 0.331
H 4.325 1.191 -3.516 -0.1 0.0 0.0 0.520
H 3.192 3.545 4.597 0.0 0.0 0.0 0.613
H 1.682 2.277 5.946 0.0 0.0 0.0 0.423
H 1.001 0.855 5.124 0.0 0.0 0.0 0.350
H 0.030 2.303 5.292 0.0 0.0 0.0 0.325
H 3.228 6.386 2.222 0.0 0.0 0.0 0.324
H 3.448 5.657 0.621 0.0 0.0 0.0 0.151
H 4.800 6.489 1.412 0.0 0.0 0.0 0.464
H 4.455 5.399 4.233 0.0 0.0 0.0 0.410
H 5.978 5.421 3.350 0.0 0.0 0.0 0.410
H 5.408 3.910 4.054 0.0 0.0 0.0 0.470
H 4.853 3.559 0.341 0.0 0.0 0.0 0.181
H 5.694 2.863 1.738 0.0 0.0 0.0 0.408
H 6.209 4.426 1.085 0.0 0.0 0.0 0.431
H -2.690 5.853 -1.374 0.0 0.0 0.0 0.558
H -4.036 4.290 -2.544 0.0 0.0 0.0 0.428
H -3.925 2.596 -2.010 0.0 0.0 0.0 0.328
H -3.000 3.130 -3.397 0.0 0.0 0.0 0.320
H -2.624 7.477 0.377 0.0 0.0 0.0 0.472
H -1.818 7.872 -1.156 0.0 0.0 0.0 0.386
H -1.397 8.742 0.314 0.0 0.0 0.0 0.431
H -1.230 6.493 2.306 0.0 0.0 0.0 0.368
H 0.013 7.734 2.089 0.0 0.0 0.0 0.453
H 0.453 6.018 2.024 0.0 0.0 0.0 0.086
H 0.578 7.216 -1.555 0.0 0.0 0.0 0.370
H 1.531 6.469 -0.261 0.0 0.0 0.0 0.056
H 1.040 8.170 -0.137 0.0 0.0 0.0 0.439
H 1.412 1.185 -5.398 0.0 0.0 0.0 0.359
H 3.179 1.260 -5.500 0.0 0.0 0.0 0.336
H 2.195 2.387 -6.433 0.0 0.0 0.0 0.468
H 0.102 3.016 -4.205 0.0 0.0 0.0 0.330
H 0.866 4.163 -5.324 0.0 0.0 0.0 0.527
H 0.945 4.434 -3.573 0.0 0.0 0.0 0.239
H 4.414 3.315 -4.489 -0.1 0.0 0.0 0.350
H 3.472 4.573 -3.671 0.0 0.0 0.0 0.322
H 3.371 4.383 -5.428 0.0 0.0 0.0 0.467
C -5.432 -2.618 -2.014 0.0 0.0 0.0 -0.569
C -4.180 -2.248 -2.487 0.0 0.0 0.0 -1.071
C -3.204 -1.809 -1.605 0.0 0.0 0.1 -0.124
C -3.469 -1.740 -0.237 0.0 0.1 0.0 0.925
C -4.721 -2.130 0.233 0.0 0.0 0.0 -0.396
C -5.699 -2.562 -0.654 0.0 0.0 0.0 -0.841
P -2.130 -1.269 0.917 -0.3 -0.5 0.1 1.642
C -2.960 -0.918 2.489 0.1 0.1 0.1 0.185
C -2.452 -1.357 3.710 -0.1 0.0 0.0 -0.210
C -3.038 -0.943 4.901 0.0 0.0 0.0 -0.875
C -4.121 -0.078 4.881 0.0 0.0 0.0 -0.593
C -4.614 0.388 3.669 0.0 0.0 0.0 -0.845
C -4.031 -0.022 2.480 0.0 0.0 0.0 -0.780
C -1.208 -2.835 1.013 0.1 0.1 -0.2 0.287
C -1.548 -3.941 1.743 0.0 0.0 0.0 -0.340
C -0.889 -5.168 1.513 -0.1 0.0 0.1 -1.056
C 0.017 -5.286 0.500 0.0 0.0 -0.1 -0.884
C 0.341 -4.178 -0.322 0.0 0.0 0.0 1.033
C 1.165 -4.306 -1.466 0.0 -0.1 0.0 -0.814
C 1.394 -3.232 -2.277 0.0 0.1 0.0 -1.241
C 0.885 -1.960 -1.930 0.0 -0.1 0.2 -0.444
C 0.125 -1.744 -0.795 0.0 -0.7 -1.0 0.163
C -0.223 -2.911 -0.027 0.0 0.1 0.0 0.696
H -6.195 -2.956 -2.704 0.0 0.0 0.0 0.404
H -3.961 -2.303 -3.546 0.0 0.0 0.0 0.478
H -2.228 -1.542 -1.983 0.1 0.0 0.0 0.075
H -4.940 -2.105 1.293 0.0 0.0 -0.1 0.447
H -6.669 -2.859 -0.277 0.0 0.0 0.0 0.450
H -1.585 -2.000 3.735 0.0 -0.1 0.0 0.495
H -2.642 -1.295 5.845 0.0 0.0 0.0 0.466
H -4.576 0.241 5.811 0.0 0.0 0.0 0.418
H -5.451 1.074 3.651 0.0 0.0 0.0 0.432
H -4.414 0.349 1.537 0.0 0.0 0.0 0.573
H -2.346 -3.896 2.473 0.0 0.0 0.0 0.527
H -1.141 -6.030 2.117 0.0 0.0 0.0 0.445
H 0.482 -6.244 0.293 0.0 0.0 0.0 0.399
H 1.584 -5.277 -1.705 0.0 0.0 0.0 0.390
H 1.987 -3.352 -3.178 0.0 0.0 0.0 0.470
H 1.147 -1.122 -2.568 0.0 0.1 -0.1 0.568
```
Forces are in eV/Å.

Output
**HOMO level (alpha / beta)**: -9.50 / -9.50 eV
**LUMO energy (alpha / beta)**: -2.77 / -2.77 eV
**Net charge**: +1

=====

2.
Formula: C20H47AlI4N9O19S
Source: OMol25
Level of theory: the ωB97M-V functional and the def2-TZVPD basis

Geometry as XYZ:
```
101
Properties=species:S:1:pos:R:3:forces:R:3:mulliken_charge:R:1
C 1.615 1.425 0.285 1.4 -0.6 0.8 0.067
C 0.757 0.042 0.115 0.2 0.5 -2.6 -0.727
I 1.120 -1.297 1.858 -0.1 0.6 -0.9 -0.065
C -0.826 0.227 -0.245 0.5 -1.9 -0.1 0.093
Al -1.628 2.065 0.145 -0.1 0.1 -1.4 -1.927
C -1.078 3.310 -1.443 1.2 -0.2 -0.3 -0.215
C -0.270 4.628 -0.897 0.1 0.3 -1.4 -0.176
C -1.204 5.775 -0.191 1.5 0.1 1.4 -0.476
S -3.050 5.466 -0.283 -0.1 0.2 0.2 -0.211
C -0.962 2.986 1.849 -0.1 1.5 2.9 0.751
C -1.243 2.172 3.244 5.1 -4.2 0.6 -0.169
O -0.531 1.154 3.732 -4.6 6.5 -3.1 -0.496
I -2.958 2.854 4.494 0.6 -0.2 -0.6 -0.109
C -3.668 1.907 0.293 -1.2 -0.5 1.5 -0.314
I -4.729 2.329 -1.625 0.5 -0.2 0.7 0.060
C -4.223 0.445 0.782 0.9 1.0 0.0 -0.395
C -3.511 -0.156 2.131 -0.9 -1.2 0.2 -0.571
I -6.357 0.783 1.345 0.3 -0.5 -0.1 -0.081
H 1.656 1.755 1.431 -0.3 -0.6 -2.6 0.309
H 1.317 2.295 -0.438 0.2 -1.8 1.5 -0.385
H 2.746 1.153 0.016 -2.3 0.6 0.5 0.066
H 1.245 -0.542 -0.804 -0.9 1.1 2.2 0.350
H -1.403 -0.690 0.242 1.1 1.8 -1.1 0.200
H -0.926 0.054 -1.423 0.3 0.3 2.4 0.340
H -1.968 3.555 -2.161 1.7 -0.1 1.4 0.402
H -0.296 2.688 -2.095 -1.7 1.4 1.3 0.035
H 0.223 5.139 -1.856 -0.8 -0.9 2.2 0.399
H 0.616 4.357 -0.145 -1.9 0.5 -1.7 -0.099
H -0.983 6.795 -0.722 -0.7 -1.9 1.2 0.340
H -0.893 5.836 0.958 -0.7 0.2 -2.5 0.244
H -3.615 5.212 0.977 1.4 0.3 -0.9 0.130
H -1.568 4.010 1.938 1.1 -2.3 -0.1 0.181
H 0.176 3.328 1.737 -2.4 -1.2 0.6 0.114
H -4.031 2.781 1.016 0.5 -2.0 -1.5 0.313
H -4.267 -0.293 -0.125 0.2 1.4 1.9 0.525
H -2.341 -0.135 2.130 -2.3 0.3 -0.1 0.074
H -3.992 0.315 3.117 1.4 -0.8 -2.3 0.233
H -3.814 -1.310 2.179 0.6 2.4 -0.1 0.247
C -6.968 4.818 -5.460 -0.2 0.3 0.0 -0.775
N -6.718 3.539 -4.743 -0.1 -0.9 0.8 0.798
O -7.540 3.202 -3.883 1.4 0.3 -1.3 -0.442
O -5.703 2.909 -5.063 -1.4 0.7 0.5 -0.472
H -7.890 5.262 -5.079 0.2 -0.2 0.0 0.303
H -6.117 5.474 -5.271 -0.1 -0.2 -0.1 0.295
H -7.063 4.586 -6.523 0.2 0.0 0.2 0.292
C -0.240 -5.156 0.427 0.2 0.3 -0.1 -0.929
N -0.350 -4.370 -0.832 0.2 0.7 -1.0 0.903
O 0.690 -3.879 -1.285 -1.6 -0.6 0.4 -0.503
O -1.478 -4.268 -1.329 1.6 -0.1 0.6 -0.544
H 0.803 -5.162 0.750 -0.2 0.1 -0.2 0.327
H -0.872 -4.671 1.174 0.2 -0.1 -0.4 0.388
H -0.584 -6.170 0.214 0.0 0.4 -0.1 0.344
C -1.942 -8.627 2.243 0.0 -0.4 0.0 -0.805
N -0.911 -7.573 2.446 0.4 0.7 0.3 0.828
O 0.243 -7.948 2.682 -1.5 0.6 -0.5 -0.504
O -1.290 -6.399 2.362 0.6 -2.2 0.8 -0.446
H -1.470 -9.607 2.345 0.0 0.3 0.0 0.319
H -2.710 -8.488 3.007 0.1 0.1 -0.2 0.299
H -2.352 -8.498 1.239 0.0 0.1 0.2 0.299
C 3.861 1.771 -2.878 0.2 -0.1 -0.2 -0.560
N 2.607 2.353 -3.429 -0.9 0.3 -0.5 0.837
O 2.455 2.313 -4.656 0.0 0.2 1.7 -0.556
O 1.811 2.834 -2.615 1.4 -0.5 -1.5 -0.465
H 4.464 1.387 -3.704 -0.3 0.1 0.1 0.295
H 4.391 2.568 -2.352 -0.4 -0.3 -0.2 0.219
H 3.579 0.964 -2.199 0.0 0.3 0.0 0.210
C 1.958 -6.319 4.301 0.1 -0.2 -0.1 -0.429
N 2.989 -5.265 4.504 0.4 1.0 0.2 0.856
O 4.143 -5.640 4.740 -1.2 0.7 -0.3 -0.542
O 2.610 -4.091 4.420 0.9 -1.8 0.2 -0.485
H 2.430 -7.299 4.403 0.0 0.3 0.0 0.289
H 1.190 -6.180 5.065 0.1 0.1 -0.2 0.285
H 1.548 -6.190 3.298 0.1 0.1 0.4 0.034
C 5.101 2.847 1.409 -0.2 -0.3 0.1 -0.710
N 5.802 3.345 0.195 0.4 0.4 -0.5 0.891
O 5.701 2.669 -0.835 0.6 1.2 1.4 -0.546
O 6.434 4.402 0.310 -0.8 -1.5 -0.5 -0.536
H 4.589 1.914 1.163 0.1 0.3 0.0 0.271
H 5.856 2.681 2.180 -0.1 0.2 -0.1 0.298
H 4.384 3.612 1.713 0.2 -0.1 0.0 0.297
C -6.757 -0.210 -5.245 0.3 0.0 0.1 -0.514
N -7.740 -0.923 -6.105 -0.5 -0.5 -0.5 0.860
O -7.394 -2.011 -6.578 -0.8 1.4 0.5 -0.530
O -8.832 -0.369 -6.280 1.4 -0.9 0.1 -0.531
H -5.847 -0.809 -5.178 -0.3 0.1 -0.1 0.285
H -6.550 0.756 -5.711 -0.1 -0.2 0.2 0.145
H -7.211 -0.086 -4.259 0.0 0.2 -0.2 0.283
C 6.618 5.874 -2.639 0.2 -0.1 0.2 -0.596
N 6.508 6.660 -3.898 -0.1 0.6 -0.9 0.853
O 7.548 7.151 -4.351 -1.5 -0.5 0.4 -0.525
O 5.380 6.762 -4.395 1.8 0.0 0.6 -0.509
H 7.661 5.868 -2.316 -0.3 0.1 -0.2 0.313
H 5.986 6.359 -1.892 0.0 -0.2 -0.2 0.275
H 6.274 4.860 -2.852 -0.1 0.2 0.1 0.191
C 6.398 -7.555 6.302 0.3 0.2 0.1 -0.607
N 5.421 -8.552 6.816 -0.6 -0.7 0.4 0.829
O 5.624 -9.013 7.945 -0.5 0.5 -1.6 -0.521
O 4.477 -8.842 6.072 1.3 0.3 1.2 -0.494
H 7.171 -7.396 7.057 -0.3 -0.2 -0.1 0.311
H 6.832 -7.961 5.386 -0.2 0.1 0.1 0.260
H 5.853 -6.629 6.107 0.0 -0.2 -0.1 0.235
```
Forces are in eV/Å.

Output
**HOMO level**: -5.53 eV
**LUMO energy**: 0.54 eV
**Net charge**: -1
**Energy relative to the best compared isomer or geometry (same formula, charge and spin)**: 6.3275 eV

=====

3.
Formula: C3H5NS2
Source: OMol25
Level of theory: the ωB97M-V functional and the def2-TZVPD basis

Geometry as XYZ:
```
11
Properties=species:S:1:pos:R:3:forces:R:3:mulliken_charge:R:1
N 0.891 1.135 -0.476 4.6 0.6 0.3 -0.392
C 1.043 -0.185 -0.381 -2.5 1.8 1.0 0.289
S 2.453 -0.857 -0.321 2.9 -1.9 0.0 -0.402
C -0.223 -0.835 -0.017 1.1 -3.7 1.6 -0.193
C -1.261 -0.180 0.802 -0.9 2.7 -0.6 -0.549
S -1.700 -0.635 -0.909 -1.2 0.3 -0.8 -0.111
H 0.094 1.513 -0.842 -2.4 1.3 -1.1 0.210
H 1.834 1.585 -0.582 -1.8 0.0 -0.2 0.232
H 0.021 -1.904 0.274 -0.6 1.3 -0.4 0.400
H -1.246 0.947 0.891 0.4 -1.4 0.0 0.207
H -1.904 -0.584 1.563 0.4 -0.8 0.2 0.308
```
Forces are in eV/Å.

Output
**HOMO level**: -8.73 eV
**LUMO energy**: 0.39 eV
**SMILES**: NC(=S)[C@H]1CS1
**Energy relative to the best compared isomer or geometry (same formula, charge and spin)**: 1.2265 eV

=====

4.
Formula: C5H11NO
Source: OMol25
Level of theory: the ωB97M-V functional and the def2-TZVPD basis

Geometry as XYZ:
```
18
Properties=species:S:1:pos:R:3:forces:R:3:mulliken_charge:R:1
C 2.221 0.491 0.566 -0.7 0.2 -2.3 -0.936
C 1.831 0.480 -0.746 1.0 -1.2 1.4 -0.139
C 1.493 -0.797 -1.505 0.5 -0.4 0.4 -0.559
C 0.205 -1.492 -1.001 0.7 0.0 0.0 -0.572
C -0.231 -1.331 0.262 -0.1 -0.3 0.0 -0.131
N -1.544 -1.313 0.713 0.7 -1.3 -0.2 -0.557
H 1.811 1.296 1.163 1.3 0.5 0.3 0.300
H 2.853 -0.322 0.901 -0.9 -0.4 0.8 0.360
H 1.857 1.401 -1.306 -1.4 0.5 0.1 0.365
H 1.266 -0.472 -2.517 0.1 -0.3 -0.3 0.287
H 2.316 -1.522 -1.536 0.2 0.2 -0.1 0.327
H -0.238 -2.221 -1.677 -0.7 0.9 -0.4 0.357
H 0.528 -1.383 1.041 -0.2 1.4 0.2 0.420
H -1.720 -0.734 1.509 -0.2 -0.1 0.1 0.237
H -2.233 -1.325 -0.014 -0.3 0.3 0.1 0.242
O -3.610 3.121 1.740 -0.5 0.2 0.3 -0.636
H -2.784 2.725 1.487 0.5 -0.2 -0.2 0.313
H -4.022 3.397 0.919 0.0 0.0 -0.1 0.321
```
Forces are in eV/Å.

Output
**HOMO level**: -7.51 eV
**LUMO energy**: 0.54 eV
**SMILES**: C=CC/C=C/N.O
**Energy relative to the best compared isomer or geometry (same formula, charge and spin)**: 4.1675 eV

=====

Which formula does entry 2 have?
C20H47AlI4N9O19S